Record 1
C3H12NO3 | wB97M-V/def2-TZVPD

```
19
Properties=species:S:1:pos:R:3:forces:R:3
C -1.31468 0.65511 -0.37535 0.3 0.1 -1.0
N -0.76842 -0.39307 0.47778 0.3 -0.1 0.1
C 0.55610 0.04412 1.00930 -1.5 1.2 -0.4
O 1.41556 0.43309 -0.03715 -0.4 -1.3 2.0
C -2.78124 0.42977 -0.70649 -0.2 1.0 0.3
H -1.15452 1.68946 0.00222 -0.2 -0.8 0.5
H -0.79155 0.71628 -1.34618 0.1 -0.2 0.2
H -0.54318 -1.15990 -0.15279 -0.2 -0.1 0.0
H 0.84125 -0.67637 1.83687 0.5 -0.1 -1.3
H 0.15682 0.85981 1.67219 0.9 0.4 -0.4
H -3.36910 0.43447 0.23403 0.1 -0.4 -0.6
H -2.95650 -0.45672 -1.33318 0.0 0.1 0.4
H -3.08378 1.32273 -1.28421 -0.2 -0.4 0.0
H 1.47171 -2.30110 -0.91484 -0.2 -0.4 -0.3
H 1.29274 -0.89290 -1.21089 -0.4 0.5 0.0
O 1.01872 -1.77848 -1.59056 0.6 0.1 0.4
H 2.65857 -0.01566 0.97926 0.6 1.0 -0.2
H 3.88853 0.93084 1.17657 -0.4 -0.2 -0.1
O 3.46296 0.15852 1.56346 0.3 -0.5 0.3
```
Forces are in eV/Å.

Values from the calculation:
ΔE to the lowest compared entry with this formula, charge and spin = 0.816 eV
HOMO-LUMO gap = 8.071 eV
Net charge = -1

***

Record 2
C22H37ClMnNO2P3 | wB97M-V/def2-TZVPD

```
67
Properties=species:S:1:pos:R:3:forces:R:3
P 2.89397 -0.61345 0.05823 3.6 -0.8 0.4
C 3.65111 -0.85745 1.68674 -1.0 0.1 0.9
H 4.74188 -0.89712 1.59564 -0.1 0.1 -0.3
H 3.29696 -1.78140 2.15113 0.1 0.1 -0.1
H 3.37013 -0.03987 2.35495 0.2 0.0 0.0
C 3.46148 -2.11028 -0.81041 -1.2 -0.8 -0.7
H 3.30694 -2.05550 -1.89129 0.3 0.1 0.2
H 2.89743 -2.98527 -0.47238 0.2 0.1 0.1
H 4.52220 -2.30563 -0.60746 -0.1 0.4 0.2
C 3.96908 0.67129 -0.63172 -0.8 0.8 -0.4
H 5.00672 0.33292 -0.66036 -0.1 -0.2 0.1
H 3.90721 1.57390 -0.02078 0.1 0.0 0.1
H 3.65670 0.94997 -1.63926 0.2 0.0 0.0
P -0.76519 2.73710 -0.40558 -0.8 1.6 -2.1
C -0.83314 3.79394 1.07008 0.5 -0.8 1.1
H -1.31364 4.75248 0.83806 0.0 -0.3 -0.4
H 0.16744 3.99811 1.45939 -0.1 0.0 -0.1
H -1.40253 3.31808 1.87213 0.0 0.1 0.0
C 0.18584 3.78818 -1.54378 0.6 -0.3 -0.2
H 0.12762 3.42060 -2.57290 -0.1 0.3 0.2
H 1.24470 3.76083 -1.26302 -0.1 0.2 0.0
H -0.15892 4.82774 -1.49672 0.0 -0.2 0.0
C -2.46674 2.90495 -1.03317 -0.2 -0.6 0.0
H -2.68977 3.95515 -1.25250 0.1 -0.1 0.1
H -3.17868 2.53365 -0.28902 0.0 0.2 -0.1
H -2.60457 2.31121 -1.94133 -0.1 0.2 0.1
P -2.12184 -2.05552 0.05545 -2.4 -3.0 0.6
C -2.90826 -2.34459 1.65432 0.4 1.0 0.8
H -3.52207 -3.24837 1.62545 0.1 0.0 -0.3
H -3.52622 -1.48888 1.93207 -0.1 -0.1 0.0
H -2.15275 -2.45680 2.43306 0.0 -0.1 0.0
C -3.55458 -1.93365 -1.04365 0.1 1.2 -0.8
H -4.28611 -2.71362 -0.81023 0.2 -0.1 0.2
H -3.27640 -2.00491 -2.09848 -0.1 -0.2 0.2
H -4.04058 -0.96195 -0.92641 -0.2 -0.1 0.1
C -1.49222 -3.71804 -0.32966 1.4 -0.1 -0.3
H -2.32413 -4.42130 -0.45428 -0.2 0.4 0.0
H -0.84820 -4.09754 0.46787 -0.2 0.1 0.0
H -0.89457 -3.71908 -1.24511 -0.1 -0.2 0.1
Mn -0.09014 0.29688 -1.28972 0.1 0.6 4.2
C 1.16213 1.01555 0.61224 0.1 2.3 2.6
O 1.41236 1.66377 1.55449 -0.7 -2.7 -3.6
C -1.52484 0.24275 0.60440 -1.4 2.3 3.0
O -2.06867 0.71938 1.53042 2.1 -2.4 -3.8
C -1.31632 -0.28281 -3.01842 0.2 0.6 -1.2
C -0.65013 -1.51518 -2.89670 -0.3 0.3 -0.2
C 0.74348 -1.56821 -2.84863 0.1 -0.3 0.2
C 1.48819 -0.39129 -2.95399 -0.1 0.7 -0.6
C 0.85410 0.86456 -3.09260 -0.5 -0.3 -0.9
C -0.57728 0.92325 -3.19257 0.6 -1.0 -0.3
H -2.39316 -0.25266 -3.16506 0.1 0.0 0.2
H -1.22487 -2.44222 -2.95131 0.1 0.3 0.3
H 1.24854 -2.54242 -2.80935 -0.2 0.4 0.1
H 2.57008 -0.44412 -3.06977 -0.2 0.1 0.3
H 1.44178 1.75193 -3.27720 0.1 0.0 0.1
H -1.07151 1.84268 -3.44046 -0.2 0.2 0.0
Cl 0.17492 -1.10617 5.84883 0.1 -0.1 -0.1
C 0.43556 -1.72084 4.27918 -0.1 0.4 -0.3
C 0.86695 -3.03691 4.06418 0.1 -0.3 0.5
C 1.05746 -3.47766 2.76255 0.0 0.3 -0.9
C 0.79780 -2.56342 1.71885 0.2 -0.7 0.7
N 0.36600 -1.31836 1.92754 -0.1 0.5 -0.2
C 0.19782 -0.87328 3.18170 0.4 -1.6 0.1
H 1.04928 -3.69237 4.93043 -0.1 0.3 -0.5
H 1.39575 -4.49602 2.49726 -0.2 0.7 0.5
H 0.95659 -2.86734 0.68050 -0.1 0.1 0.2
H -0.13254 0.13445 3.34432 -0.1 0.4 0.0
```
Forces are in eV/Å.

Values from the calculation:
Spin multiplicity = 4
HOMO-LUMO gap (alpha / beta) = 5.790 / 4.406 eV
Expectation value of S² = 3.99
Net charge = +4

***

Question: The highest net charge belongs to which entry?
Answer: C22H37ClMnNO2P3

***

Question: The lowest net charge belongs to which entry?
Answer: C3H12NO3

***

Question: Look up the net charge of the second one.
Answer: +4